Computed, not measured: a cluster of 2 separate species, C2H7N3O in total at a distorted geometry, with ωB97M-V with the def2-TZVPD basis set.

Results
- orbital gap (eV) = 10.34
- lowest unoccupied orbital energy (eV) = 0.983
- SMILES = [H]/N=C/N.NC=O
- highest occupied orbital energy (eV) = -9.4
- max |F| (eV Å⁻¹) = 4.37
- electronic energy (Eh) = -319.8841

The geometry in XYZ format:
```
13
Properties=species:S:1:pos:R:3:forces:R:3:lowdin_charge:R:1
H -2.6887 0.4069 -0.0379 -2.7 0.8 0.7 -0.010
N -1.8714 0.0916 -0.4301 3.4 -2.6 0.7 0.027
C -1.4912 -0.9953 0.2085 -0.9 0.5 -0.2 -0.335
N -0.2497 -1.5610 0.0615 -0.7 -2.3 1.5 0.076
H -2.2200 -1.6422 0.9049 1.6 1.5 -1.5 0.150
H -0.1003 -2.4012 0.6555 -0.5 0.9 -0.7 0.105
H 0.6706 -1.1541 -0.0199 -0.3 1.1 -0.3 0.034
N 0.6971 1.5038 -0.0520 -0.4 0.8 0.3 0.093
C 1.8957 0.8840 -0.2213 1.3 -1.5 0.5 -0.371
O 2.2643 -0.1394 0.3703 -0.9 1.2 -1.3 -0.018
H -0.2004 1.1748 -0.4070 -0.2 -0.9 0.4 0.039
H 0.7004 2.5081 -0.0723 0.4 0.2 -0.5 0.085
H 2.5935 1.3240 -0.9601 0.0 0.3 0.5 0.125
```
Forces are in eV/Å.


Computed, not measured: an isolated molecule of C2H7N3O2, with ωB97M-V with the def2-TZVPD basis set.

Results
- orbital gap (eV) = 9.18
- lowest unoccupied orbital energy (eV) = 0.693
- highest occupied orbital energy (eV) = -8.5
- max |F| (eV Å⁻¹) = 0.32
- electronic energy (Eh) = -395.0552

The geometry in XYZ format:
```
14
Properties=species:S:1:pos:R:3:forces:R:3:lowdin_charge:R:1
N -1.2536 1.1031 -0.6988 0.1 -0.1 0.1 0.030
N 1.2159 -1.4390 -0.9120 0.0 0.2 0.2 0.169
C 0.6703 -0.2338 -0.7649 -0.2 -0.1 0.2 -0.200
N -0.6465 -0.1436 -0.3785 0.1 0.0 0.2 -0.108
H -1.6934 1.0355 -1.6064 0.1 0.0 0.0 0.075
H -0.5860 1.8718 -0.6839 0.0 -0.1 0.0 0.079
H 2.2174 -1.5190 -0.9938 -0.1 0.0 0.0 0.123
H 0.7213 -2.2347 -0.5355 0.0 0.1 0.0 0.121
H 1.1926 0.5940 -1.2337 0.0 0.0 0.1 0.145
C -0.2150 -0.1317 1.2474 0.1 0.1 -0.2 -0.561
O -1.2022 0.4210 2.0114 0.1 0.0 -0.2 0.038
O 0.9396 0.5035 1.1693 -0.2 -0.2 -0.2 -0.140
H -1.1467 1.3802 1.8953 0.1 -0.1 0.0 0.099
H -0.2137 -1.2072 1.4840 0.0 0.0 0.0 0.132
```
Forces are in eV/Å.


Computed, not measured: an isolated molecule of C2H7N3O2S at a distorted geometry, with ωB97M-V with the def2-TZVPD basis set.

Results
- orbital gap (eV) = 8.57
- lowest unoccupied orbital energy (eV) = 0.565
- SMILES = CSN=C(NO)NO
- highest occupied orbital energy (eV) = -8.0
- max |F| (eV Å⁻¹) = 4.97
- electronic energy (Eh) = -793.1516

The geometry in XYZ format:
```
15
Properties=species:S:1:pos:R:3:forces:R:3:lowdin_charge:R:1
C -0.3583 2.5211 -1.4534 1.6 0.4 1.2 -0.457
S -1.0957 0.9728 -1.1591 -0.1 -1.6 1.4 0.802
N 0.3687 0.2661 -0.4569 -1.3 0.6 0.3 -0.197
C 0.3047 -0.4598 0.6192 -0.5 1.2 -4.7 -0.567
N 1.5183 -0.9769 0.9552 2.3 -2.1 0.7 -0.018
O 1.3618 -2.4527 0.9437 2.7 0.5 4.1 -0.115
N -0.8441 -0.9304 1.1938 -1.8 -0.7 -0.7 0.039
O -1.7701 -1.4235 0.0860 -1.0 2.4 1.2 -0.165
H 0.3632 2.2317 -2.2078 0.6 0.9 -0.1 0.016
H 0.1374 2.8467 -0.4741 -0.7 -0.1 -1.6 0.065
H -1.0615 3.2375 -1.8354 -0.3 0.3 -0.1 0.026
H 2.2946 -0.7957 0.2562 -1.8 0.2 1.0 0.159
H 1.9048 -2.6462 1.8652 -2.1 0.2 -3.6 0.178
H -0.6146 -1.7379 1.7882 -0.7 0.2 -0.6 0.124
H -2.5092 -0.6528 -0.1208 3.0 -2.4 1.4 0.110
```
Forces are in eV/Å.


Computed, not measured: a structure of composition C2H7N3OS at a distorted geometry, with ωB97M-V with the def2-TZVPD basis set.

Results
- orbital gap (eV) = 8.96
- lowest unoccupied orbital energy (eV) = 0.044
- highest occupied orbital energy (eV) = -8.9
- max |F| (eV Å⁻¹) = 8.70
- electronic energy (Eh) = -717.8495

The geometry in XYZ format:
```
14
Properties=species:S:1:pos:R:3:forces:R:3:lowdin_charge:R:1
C -1.3041 0.9911 -0.6864 -0.6 7.9 -1.1 -0.151
C 0.3093 -0.4128 0.3550 4.7 1.3 3.0 -0.528
H -0.3569 1.7904 -1.3003 -3.7 -1.5 1.9 0.164
H -2.2570 0.6666 -1.3782 2.6 1.9 1.6 0.132
H -1.7625 1.5819 0.5001 1.5 -1.9 -3.7 0.181
H -1.0132 -1.9166 -1.0374 -3.8 3.2 1.9 0.268
H -0.5244 -2.0332 0.7777 2.1 1.2 1.2 0.080
H 1.6351 1.1017 -0.4389 -0.3 -0.1 -0.9 0.027
H 3.1649 -0.5773 1.4062 -0.5 0.4 -0.5 -0.138
N -0.5737 -0.1343 -0.5703 -2.9 -1.2 -1.7 -0.312
N 0.3765 -1.4736 1.0551 -1.6 -0.5 -1.1 0.135
N 1.3429 0.7335 0.4372 -2.5 -2.7 0.0 -0.428
O -1.6771 -1.0103 -0.5817 4.0 -7.5 -2.1 -0.126
S 2.6401 0.6929 1.4620 0.9 -0.4 1.5 0.695
```
Forces are in eV/Å.


Computed, not measured: a structure of composition C2H7N3OS at a distorted geometry, with ωB97M-V with the def2-TZVPD basis set.

Results
- orbital gap (eV) = 9.78
- lowest unoccupied orbital energy (eV) = 0.525
- highest occupied orbital energy (eV) = -9.3
- max |F| (eV Å⁻¹) = 8.76
- electronic energy (Eh) = -717.9055

The geometry in XYZ format:
```
14
Properties=species:S:1:pos:R:3:forces:R:3:lowdin_charge:R:1
C -1.4463 1.6788 1.2233 0.2 2.9 3.9 -0.130
C -0.0216 -0.3504 0.8500 0.0 1.7 0.0 -0.531
H -0.8248 1.6324 2.3641 -1.8 0.8 -3.5 0.150
H -1.2359 2.5946 0.4083 -0.8 -1.7 3.1 0.131
H -2.6912 1.6990 1.5679 3.5 -0.7 -1.5 0.135
H -2.2982 -0.0499 -0.6046 2.2 2.7 -1.2 0.156
H -0.7004 0.1052 -1.6294 -2.9 2.8 3.4 0.138
H 0.8336 -1.7039 0.4124 2.2 -2.4 -0.9 0.058
H 2.4488 0.2905 -1.1223 -1.2 -1.0 -0.3 -0.087
N -0.8635 0.6374 0.4783 0.3 -0.4 1.5 -0.340
N -1.4570 0.7553 -0.7316 -1.0 -6.5 -5.8 -0.036
N 0.5580 -1.0719 -0.3021 -1.6 0.2 3.1 -0.429
O 0.3097 -0.6524 2.0068 -0.6 0.3 -2.2 0.043
S 1.4460 -0.5979 -1.6252 1.2 1.0 0.4 0.741
```
Forces are in eV/Å.


Computed, not measured: the ion C2H7N3P with charge +1 at a distorted geometry, with ωB97M-V with the def2-TZVPD basis set.

Results
- total charge = +1
- orbital gap (eV) = 8.54
- lowest unoccupied orbital energy (eV) = -5.417
- SMILES = N#[PH]CCN=[NH2+]
- highest occupied orbital energy (eV) = -14.0
- max |F| (eV Å⁻¹) = 6.29
- electronic energy (Eh) = -585.5744

The geometry in XYZ format:
```
13
Properties=species:S:1:pos:R:3:forces:R:3:lowdin_charge:R:1
N 1.2062 -1.3421 -0.0739 -0.5 0.2 0.1 -0.162
P 0.7661 -0.9524 1.3293 -1.3 1.7 -0.7 1.009
C -0.4303 0.5287 1.3774 0.8 -2.9 -2.0 -0.215
C -0.2664 0.7981 -0.1172 3.3 4.1 0.9 -0.319
N -0.3316 -0.3907 -0.8368 -1.7 -3.0 -1.7 -0.138
N -0.2821 -0.4652 -2.1403 1.2 4.5 4.2 0.167
H 1.2919 -1.3730 2.4763 0.8 -0.8 1.6 -0.027
H -0.2294 1.2397 2.1164 0.8 1.3 0.7 0.080
H -1.4097 0.1977 1.5111 -1.7 -1.0 0.7 0.068
H -0.8990 1.6541 -0.4641 0.2 -1.1 -0.1 0.164
H 0.8345 1.1629 -0.1131 -1.5 0.2 -0.9 0.140
H 0.2770 0.2452 -2.5717 0.3 -0.1 -1.1 0.140
H -0.5271 -1.3031 -2.4934 -0.8 -3.2 -1.8 0.094
```
Forces are in eV/Å.


Which value of max |F| does entry 6 give?
6.29 eV Å⁻¹


What is the formula in the fifth record?
C2H7N3OS


Which value of max |F| does entry 1 give?
4.37 eV Å⁻¹